[1]
Density functional theory data (ωB97M-V with the def2-TZVPD basis set) for a molecular structure, C16H14N4O7S3SbTi at a distorted geometry.

The strongest force on any atom is 0.0446 Eh/bohr. The calculation puts the HOMO energy (spin up / spin down) at -8.62 / -8.52 eV. Its LUMO energy (spin up / spin down) is -0.042 / -0.088 Eh. Its spin multiplicity is 2. The value obtained for the total energy is -99268.17043 eV. For the energy relative to the best compared isomer or geometry (same formula, charge and spin), the calculation gives 22.0 kcal per mole.

```
46
Properties=species:S:1:pos:R:3:lowdin_charge:R:1
C -2.318 -2.155 0.057 -0.086
H -0.714 2.663 4.105 0.137
S 1.799 -2.740 0.789 0.171
C -0.995 -2.357 -1.946 -0.174
H -1.429 1.525 -5.131 0.095
H -2.289 -3.845 1.372 0.108
C 1.837 0.461 2.222 -0.044
O -2.502 2.252 2.574 0.092
H -0.504 3.040 -5.116 0.093
O -1.839 1.598 0.635 0.070
H 3.203 1.003 3.771 0.144
N -0.764 2.162 -3.232 -0.170
O 2.620 0.029 0.025 -0.263
O 2.756 2.291 5.768 0.089
S 3.283 -4.985 -1.546 -0.038
Ti 1.212 -0.936 -0.505 0.425
C -0.362 1.418 2.405 -0.037
O 0.071 -0.245 0.757 -0.207
N -1.667 1.783 1.826 -0.327
C -1.938 -3.433 0.434 -0.079
C -0.636 -3.653 -1.572 -0.131
C -0.061 1.402 -2.429 -0.194
S 2.269 -1.732 -2.487 -0.009
C 2.189 1.074 3.402 0.092
H -1.894 2.926 -1.637 0.081
H -2.974 -1.570 0.690 0.110
H -1.940 3.889 -3.130 0.094
Sb 3.692 -2.768 -0.803 0.487
C -1.862 -1.622 -1.143 -0.118
C 2.926 -0.102 1.352 -0.605
C 1.247 1.809 4.098 -0.117
O 3.983 -0.485 1.749 0.105
H -2.188 -0.635 -1.446 0.100
H 0.021 -4.230 -2.207 0.099
C -1.938 2.880 -2.721 -0.010
C -0.582 2.044 -4.683 -0.014
H -0.806 -5.184 -0.092 0.112
H -2.855 2.371 -3.018 0.096
H 0.331 1.494 -4.890 0.098
H -0.674 -1.972 -2.902 0.084
N 1.611 2.424 5.386 -0.352
N 0.563 0.733 -1.724 0.143
C -0.012 2.025 3.592 0.088
C 0.498 0.521 1.747 -0.216
C -1.106 -4.187 -0.389 -0.109
O 0.740 3.017 5.992 0.083
```

---

[2]
Density functional theory data (ωB97M-V with the def2-TZVPD basis set) for a molecular structure, C15H45F4KN2O28P5S4 at a distorted geometry.

As for the charge: -1. The strongest force on any atom is 0.1113 Eh/bohr. The calculation puts the HOMO energy at -6.30 eV. Its LUMO energy is 0.061 Eh. The value obtained for the total energy is -193586.98628 eV. For the energy relative to the best compared isomer or geometry (same formula, charge and spin), the calculation gives 0.0 kcal per mole.

```
104
Properties=species:S:1:pos:R:3:lowdin_charge:R:1
O -3.206 6.032 -4.524 -0.213
S -0.412 -1.006 -0.990 0.517
H -3.708 2.085 -5.856 0.087
N 0.876 -0.520 -0.020 -0.352
O 1.772 0.879 6.733 -0.233
C 8.038 3.052 3.916 -0.120
H 8.595 2.119 3.798 0.087
O -3.959 -3.328 4.864 -0.315
H -9.321 0.626 -1.584 0.084
H -4.863 2.950 -6.932 0.087
H -5.310 6.076 -4.728 0.090
C 1.865 3.567 3.912 -0.088
H -1.531 3.588 -2.503 0.086
C 1.014 1.611 7.689 -0.092
O -0.003 1.840 -0.688 -0.270
F 1.928 1.576 0.622 -0.212
O 0.555 0.684 4.434 -0.201
O 7.700 1.296 1.308 -0.227
H 3.789 0.657 2.082 0.075
P 6.683 2.205 1.858 0.394
H -0.014 3.440 -3.441 0.091
H 5.142 0.630 5.132 0.073
H 6.918 3.306 -0.829 0.089
N -2.630 -2.109 3.064 -0.258
O 5.824 3.026 0.811 -0.192
O 0.675 -5.374 -1.715 -0.213
H 1.631 2.418 8.083 0.090
P 2.271 -5.508 -1.465 0.407
O 3.041 -5.123 -2.799 -0.220
C 6.457 3.948 -0.071 -0.101
H -3.682 -1.796 -4.062 0.086
H -4.552 7.629 -4.439 0.083
C 4.150 0.638 5.568 -0.097
H 4.828 -5.126 -3.674 0.090
H -0.602 -4.097 -2.649 0.078
O 3.041 0.581 4.624 -0.224
H 4.027 -0.320 6.089 0.088
H -7.842 -2.515 -3.814 0.081
H -3.972 -2.525 -2.443 0.094
F -3.508 -1.020 5.060 -0.196
O 2.743 -4.811 -0.241 -0.317
C -7.996 -2.982 -2.837 -0.103
O -1.713 -0.803 -0.474 -0.227
H 5.764 4.591 -0.609 0.089
H 4.043 1.272 6.447 0.083
H -3.755 -0.813 -2.566 0.079
H 5.150 0.118 1.242 0.094
F -0.094 -2.563 -0.783 -0.232
K 1.889 -2.704 1.366 0.845
S -1.978 -3.525 2.667 0.506
H -7.727 -4.031 -2.797 0.091
H 0.964 -7.107 0.141 0.089
H 8.770 3.852 4.039 0.087
H 0.149 2.074 7.200 0.090
H 2.007 -8.607 0.098 0.089
H -3.207 2.554 -7.473 0.083
C 1.521 -7.816 -0.468 -0.077
O -0.545 -3.500 2.864 -0.370
H -4.201 6.898 -5.986 0.088
C -0.917 4.026 -3.291 -0.094
H -0.528 -5.698 -3.406 0.092
C -4.170 -1.673 -3.098 -0.102
H 0.545 0.956 8.420 0.093
P -3.081 4.472 -4.674 0.347
O 1.804 2.867 5.139 -0.227
H 4.965 -0.423 2.883 0.089
C -3.825 2.845 -6.626 -0.078
O 5.522 1.575 2.784 -0.206
O -1.640 -2.548 5.350 -0.311
H 7.433 2.966 4.824 0.088
H -9.039 -2.688 -2.692 0.085
H 2.620 4.350 4.020 0.088
H 2.017 2.872 3.086 0.081
O 2.089 0.960 -1.629 -0.315
H 4.444 -3.600 -2.751 0.097
O 7.179 3.367 2.847 -0.214
C -4.424 6.671 -4.942 -0.087
O -1.515 4.189 -4.575 -0.207
O -0.267 -0.794 -2.409 -0.281
H 4.955 -5.175 -1.954 0.088
O -5.546 -1.361 -3.289 -0.239
C 4.848 0.450 2.241 -0.124
O -7.256 -2.387 -1.765 -0.227
O -5.600 -0.483 -0.910 -0.195
O -7.577 -0.034 -2.594 -0.229
F -1.973 -3.301 1.065 -0.218
O -3.448 4.170 -6.200 -0.227
P -6.435 -1.016 -1.984 0.429
H 7.256 4.608 0.270 0.087
H -0.664 5.013 -2.890 0.088
O -2.719 -4.724 2.887 -0.265
O -3.905 3.737 -3.702 -0.232
P 1.675 1.259 5.186 0.409
O 2.417 -7.073 -1.302 -0.221
H 0.812 -4.428 -3.535 0.086
C -8.244 0.778 -1.616 -0.109
C 0.060 -4.924 -2.919 -0.078
H 0.823 -8.313 -1.146 0.090
S 1.085 0.916 -0.576 0.444
H 0.966 4.170 3.757 0.092
S -2.873 -2.408 4.585 0.472
C 4.421 -4.684 -2.766 -0.056
H -7.940 0.551 -0.588 0.080
H -7.840 1.778 -1.767 0.094
```

---

[3]
Density functional theory data (ωB97M-V with the def2-TZVPD basis set) for C3H9OP in the gas phase at a distorted geometry.

The strongest force on any atom is 0.1109 Eh/bohr. The calculation puts the HOMO energy (spin up / spin down) at -5.13 / -9.58 eV. Its LUMO energy (spin up / spin down) is 0.038 / -0.070 Eh. Its spin multiplicity is 3. The value obtained for the total energy is -14587.49577 eV. For the energy relative to the best compared isomer or geometry (same formula, charge and spin), the calculation gives 22.0 kcal per mole.

```
14
Properties=species:S:1:pos:R:3:lowdin_charge:R:1
C -0.311 0.062 1.675 -0.233
H -0.486 2.398 -1.165 -0.046
C 1.773 -0.409 -0.390 -0.205
H -0.801 -1.816 -0.447 0.088
P 0.267 0.184 0.009 0.704
H -1.163 -0.611 1.526 0.042
O -0.398 2.226 -0.220 -0.336
H 1.767 -0.661 -1.495 0.047
C -0.902 -0.766 -0.964 -0.254
H -0.686 -0.845 -2.013 0.040
H 0.640 -0.445 2.090 0.079
H -1.849 -0.428 -0.816 0.002
H -0.523 0.947 2.172 0.016
H 2.672 0.164 0.038 0.054
```

---

[4]
Density functional theory data (ωB97M-V with the def2-TZVPD basis set) for C20H22N4O5 in the gas phase at a distorted geometry.

The strongest force on any atom is 0.0250 Eh/bohr. The calculation puts the HOMO energy at -8.19 eV. Its LUMO energy is -0.017 Eh. The value obtained for the total energy is -37293.26398 eV. For the energy relative to the best compared isomer or geometry (same formula, charge and spin), the calculation gives 99.4 kcal per mole.

```
51
Properties=species:S:1:pos:R:3:lowdin_charge:R:1
C 3.099 -1.637 2.264 -0.040
H -3.239 2.363 0.346 0.131
O 0.209 -0.482 -1.207 0.067
C 1.874 -1.662 1.615 -0.002
H 1.082 4.180 0.057 0.117
H 0.959 -1.776 2.181 0.104
C -2.590 1.564 -0.027 -0.114
H -1.826 2.798 -1.622 0.131
C 1.321 2.911 -1.678 -0.245
C -4.489 -2.275 -0.896 -0.068
H 1.379 1.029 -1.170 0.030
H 5.229 -1.417 2.026 0.121
H -0.053 4.503 -1.266 0.117
H -4.533 -0.642 0.488 0.124
C 1.809 -1.472 0.236 -0.116
H 2.110 3.585 -2.030 0.116
H -4.152 -3.932 -2.209 0.106
N -0.592 2.986 0.031 -0.158
H -1.717 -3.996 -1.783 0.118
H 0.480 2.929 1.805 0.128
C -3.914 -1.357 -0.035 -0.028
C -1.293 1.713 1.974 -0.108
O -1.209 -0.993 2.091 0.053
C 0.439 3.711 -0.689 -0.172
C 0.481 -1.395 -0.443 -0.416
O 1.971 1.799 -1.112 -0.077
H -0.879 1.329 -1.280 0.098
O 6.424 -0.863 0.038 0.084
C 4.186 -1.247 0.170 -0.131
C -1.428 2.164 -0.826 -0.158
H 0.723 2.609 -2.545 0.114
N -0.367 -2.403 -0.161 0.149
C 4.263 -1.436 1.545 0.016
H 0.543 1.398 0.905 0.116
H -0.956 1.135 2.835 0.123
H 2.934 -1.068 -1.556 0.137
H 3.143 -1.772 3.333 0.111
C -3.702 -3.219 -1.535 -0.070
C -0.102 2.247 1.181 -0.154
H -1.928 2.540 2.303 0.130
C -2.339 -3.258 -1.301 -0.001
C 2.968 -1.246 -0.492 0.072
C -1.761 -2.343 -0.435 -0.167
H -0.066 -3.117 0.487 0.161
H -3.163 0.902 -0.674 0.114
H -5.555 -2.257 -1.064 0.106
O 5.323 -1.085 -1.793 0.092
C -1.878 -0.483 1.199 -0.400
N -2.075 0.846 1.115 -0.030
C -2.543 -1.368 0.190 -0.070
N 5.400 -1.044 -0.585 -0.360
```

---

Question: Number 3 is which compound?
Answer: C3H9OP

---

Question: Which of these has the highest strongest force on any atom?
Answer: C15H45F4KN2O28P5S4

---

Question: Which of these has the lowest strongest force on any atom?
Answer: C20H22N4O5